{
  "formula": "C8H8",
  "method": "the ωB97M-V functional and the def2-TZVPD basis",
  "charge": 0,
  "spin_multiplicity": 1,
  "homo_energy_ev": -8.22,
  "symbols": ["C", "C", "C", "C", "C", "C", "C", "C", "H", "H", "H", "H", "H", "H", "H", "H"],
  "xyz": [[0.932, -1.680, 0.022], [1.394, -0.751, 0.838], [0.518, 0.406, 0.871], [-0.958, -0.153, 0.584], [-1.586, 0.870, -0.230], [-0.652, 1.497, -0.905], [0.583, 0.736, -0.633], [-0.181, -0.862, -0.611], [1.167, -2.669, 0.118], [2.052, -1.296, 1.561], [0.707, 1.029, 1.758], [-1.549, -0.828, 1.161], [-2.507, 1.269, 0.291], [-1.065, 2.308, -1.663], [1.480, 0.801, -1.079], [-0.587, -0.991, -1.761]],
  "mulliken_charge": [-0.55, -0.48, -0.12, -0.34, -0.47, -0.42, -0.63, -0.16, 0.45, 0.26, 0.43, 0.50, 0.30, 0.25, 0.67, 0.30]
}